{
  "formula": "C2H3BrN2",
  "method": "the ωB97M-V functional and the def2-TZVPD basis",
  "energy_ev": -75140.9588,
  "orbital_gap_ev": [7.50, 8.56],
  "homo_ev": [-6.746, -10.347],
  "de_lowest_kcal_mol": 0.0,
  "spin_multiplicity": 3,
  "total_charge": 0,
  "elements": ["Br", "N", "N", "C", "C", "H", "H", "H"],
  "positions_angstrom": [[0.5004, 2.3392, -0.4178], [2.4644, -0.6334, -0.1360], [1.4500, -0.1805, -0.0982], [-1.0051, -0.3491, 0.1591], [0.3371, 0.3174, -0.1806], [-1.3213, -0.0132, 1.2100], [-0.7690, -1.4573, 0.0221], [-1.6564, -0.0232, -0.5585]],
  "forces_ev_per_a": [[-0.6, 0.9, -0.2], [7.3, -2.7, -0.1], [-4.6, 0.2, 0.1], [3.3, -0.7, 1.9], [-2.8, 1.0, 0.7], [0.4, -0.8, -1.5], [-0.8, 1.4, 0.6], [-2.1, 0.7, -1.6]]
}